# C4H14O4

3 unconnected molecules or ions with the total composition C4H14O4 in a non-equilibrium geometry (ωB97M-V/def2-TZVPD, the Open Molecules 2025 dataset).

Results
HOMO-LUMO gap: 0.373 hartree
SMILES: OCCCCO.O.O
Relative energy (zero: lowest compared OMol25 entry of this formula, charge and spin): 56.1 kcal per mole

XYZ file:
```
22
Properties=species:S:1:pos:R:3:forces:R:3:lowdin_charge:R:1
O 0.0138 1.8893 -2.4400 1.3356 0.4544 1.9394 -0.102
C -1.1453 1.6750 -1.6218 0.6151 0.6455 1.1731 -0.220
C -0.9138 1.1604 -0.0685 -1.5895 0.6178 -1.9208 -0.158
C -0.0870 -0.0709 0.1601 1.3432 -1.7916 -4.7204 -0.164
C -0.7331 -1.2898 -0.6571 1.6419 0.2698 0.3001 -0.269
O -1.3857 -2.1697 0.1421 -3.5311 -1.9536 2.2794 -0.079
H 0.7302 2.1639 -1.8122 -0.7632 -0.2116 -1.0934 0.098
H -1.7812 2.6075 -1.6543 0.6211 -0.8088 0.5548 0.119
H -1.6407 0.9638 -2.2309 -1.0231 -0.9952 0.0707 0.075
H -1.9683 1.0083 0.2616 0.6478 -0.1594 -0.0322 0.126
H -0.5514 1.9456 0.5489 0.3732 1.1461 0.2916 0.082
H 0.0600 -0.3793 1.1632 -0.2329 0.0633 0.2704 0.037
H 0.9876 -0.0662 -0.3011 -1.7578 0.7434 0.9508 0.125
H -0.0256 -1.9763 -1.1126 1.1167 0.9662 -0.8145 0.108
H -1.4664 -1.0191 -1.4455 0.5344 0.3297 0.6131 0.122
H -1.0424 -2.5486 0.9666 0.6487 0.7882 -0.7715 0.106
O -0.0844 -0.3515 3.4222 1.2989 2.2286 -0.4969 -0.102
H 0.3382 0.5854 3.4087 -1.1319 -2.4443 0.1189 0.092
H 0.0834 -0.6616 2.5088 -0.1593 0.1278 1.2763 -0.017
O 3.1546 -1.2433 0.2539 -3.0880 -0.1237 1.6941 0.016
H 3.7539 -1.3269 -0.4109 2.3668 -0.6480 -3.5276 -0.013
H 3.7037 -0.8961 0.9189 0.7332 0.7552 1.8445 0.021
```
Forces are in eV/Å.